No. 1
The following is a quantum chemistry calculation of a structure of composition C24H25N2O6Se2Ti at a distorted geometry, from OMol25.

Last column: Mulliken charge in e.
Positions of all 60 atoms, in Å:
Ti (0.042, -0.022, -0.322)  -0.918
O (0.302, -3.513, -2.462)  -0.577
C (0.236, -2.224, -2.097)  0.398
O (0.473, -1.900, -0.885)  -0.419
C (-0.056, -1.193, -2.978)  -0.177
C (-0.137, -1.167, -4.360)  -0.736
C (-0.216, 0.040, -5.033)  -0.921
C (-0.125, 1.257, -4.296)  -0.590
C (-0.049, 1.230, -2.948)  0.692
N (-0.113, 0.026, -2.248)  1.499
C (0.207, 2.284, -1.994)  0.148
O (0.425, 3.558, -2.296)  -0.538
O (0.305, 1.941, -0.815)  -0.311
H (0.371, -4.017, -1.641)  0.355
H (-0.112, -2.100, -4.911)  0.489
H (-0.281, 0.061, -6.111)  0.401
H (-0.099, 2.201, -4.833)  0.247
H (0.255, 3.695, -3.236)  0.282
N (-0.121, 0.601, 1.797)  -0.079
C (0.839, 0.244, 2.809)  0.379
C (0.375, -0.257, 4.016)  -0.589
C (1.262, -0.575, 5.033)  -0.565
C (2.621, -0.384, 4.833)  -0.752
C (3.073, 0.081, 3.607)  -1.063
C (2.202, 0.391, 2.561)  0.660
C (2.763, 0.695, 1.204)  0.891
C (3.997, 1.349, 1.127)  -0.690
C (4.679, 1.447, -0.075)  -0.725
C (4.146, 0.836, -1.205)  -0.925
C (2.904, 0.222, -1.127)  -0.204
C (2.142, 0.189, 0.052)  0.906
H (-1.070, 0.370, 2.067)  0.090
H (-0.143, 1.612, 1.657)  0.359
H (-0.693, -0.389, 4.152)  0.417
H (0.890, -0.968, 5.971)  0.382
H (3.331, -0.626, 5.614)  0.370
H (4.139, 0.157, 3.431)  0.434
H (4.426, 1.795, 2.018)  0.495
H (5.626, 1.972, -0.121)  0.365
H (4.693, 0.846, -2.142)  0.408
H (2.509, -0.248, -2.022)  0.206
O (-6.437, -0.184, 1.235)  -0.541
C (-5.967, -0.242, -0.125)  -1.492
C (-4.457, -0.030, -0.168)  2.366
C (-4.048, -0.200, -1.633)  -0.958
O (-4.266, -1.531, -2.124)  -0.651
C (-4.142, 1.382, 0.343)  -1.414
Se (-2.306, 2.022, 0.052)  -0.221
C (-3.797, -1.079, 0.746)  -1.538
Se (-2.000, -1.723, 0.314)  -0.420
H (-7.391, -0.279, 1.218)  0.316
H (-6.449, 0.544, -0.718)  0.461
H (-6.203, -1.213, -0.566)  0.469
H (-3.007, 0.085, -1.751)  -0.123
H (-4.650, 0.470, -2.256)  0.586
H (-3.538, -2.047, -1.736)  0.338
H (-4.347, 1.397, 1.412)  0.472
H (-4.826, 2.101, -0.117)  0.375
H (-4.382, -1.999, 0.726)  0.421
H (-3.819, -0.721, 1.774)  0.462

Computed properties:
- energy above the lowest of the compared OMol25 structures with the same formula, charge and spin (kcal/mol) = 24.4
- charge = -1
- orbital gap (spin up / spin down) (eV) = 5.7 / 5.7
- highest occupied orbital energy (spin up / spin down) (eV) = -3.422 / -3.428
- multiplicity = 1



No. 2
The following is a quantum chemistry calculation of the molecule C24H25N3O5S at a distorted geometry, from OMol25.

Last column: Mulliken charge in e.
Positions of all 58 atoms, in Å:
C (-2.381, -3.898, 1.775)  -1.076
O (-1.374, -3.141, 1.147)  -0.367
C (-1.705, -2.384, 0.061)  0.521
C (-2.970, -2.367, -0.513)  -0.376
C (-3.235, -1.592, -1.629)  -0.977
C (-2.238, -0.817, -2.186)  -1.328
C (-0.980, -0.810, -1.611)  0.265
C (-0.691, -1.579, -0.493)  0.393
N (0.620, -1.547, 0.011)  0.545
C (0.932, -1.577, 1.424)  -0.615
C (1.654, -0.296, 1.820)  -0.121
O (2.756, -0.249, 2.321)  -0.635
N (0.981, 0.855, 1.537)  -0.483
N (-0.300, 0.848, 1.112)  -0.073
C (-0.859, 1.849, 0.539)  1.659
C (-0.163, 3.155, 0.263)  -2.111
C (-2.260, 1.689, 0.152)  0.645
C (-2.805, 2.466, -0.873)  -0.951
C (-4.131, 2.357, -1.235)  -0.960
C (-4.959, 1.475, -0.557)  -0.412
C (-4.446, 0.687, 0.451)  -0.439
C (-3.099, 0.757, 0.798)  0.302
O (-2.667, -0.064, 1.769)  -0.724
S (1.889, -2.089, -0.954)  1.349
O (1.439, -2.124, -2.313)  -0.702
O (2.447, -3.286, -0.393)  -0.726
C (3.067, -0.760, -0.742)  -0.011
C (2.722, 0.514, -1.145)  -0.040
C (3.605, 1.558, -0.931)  -1.108
C (4.832, 1.333, -0.317)  1.114
C (5.785, 2.458, -0.059)  -1.537
C (5.164, 0.037, 0.068)  -0.681
C (4.285, -1.009, -0.141)  -0.440
H (-1.894, -4.384, 2.619)  0.257
H (-2.787, -4.663, 1.106)  0.357
H (-3.190, -3.257, 2.139)  0.412
H (-3.759, -2.974, -0.100)  0.480
H (-4.224, -1.604, -2.060)  0.402
H (-2.436, -0.213, -3.058)  0.447
H (-0.192, -0.217, -2.045)  0.341
H (0.020, -1.684, 2.011)  0.302
H (1.595, -2.422, 1.630)  0.548
H (1.508, 1.723, 1.619)  0.277
H (0.512, 3.412, 1.080)  0.547
H (-0.882, 3.961, 0.156)  0.516
H (0.426, 3.079, -0.651)  0.340
H (-2.170, 3.148, -1.417)  0.441
H (-4.521, 2.960, -2.040)  0.409
H (-6.002, 1.395, -0.824)  0.404
H (-5.067, -0.016, 0.982)  0.460
H (-1.691, 0.018, 1.813)  0.506
H (1.767, 0.675, -1.621)  0.349
H (3.341, 2.560, -1.243)  0.340
H (6.759, 2.237, -0.493)  0.378
H (5.924, 2.589, 1.014)  0.322
H (5.419, 3.390, -0.479)  0.354
H (6.114, -0.147, 0.547)  0.414
H (4.516, -2.017, 0.164)  0.497

Computed properties:
- SMILES = COc1ccccc1N(CC(=O)N/N=C(\C)c1ccccc1O)S(=O)(=O)c1ccc(C)cc1
- energy above the lowest of the compared OMol25 structures with the same formula, charge and spin (kcal/mol) = 84.5
- charge = 0
- orbital gap (eV) = 8.5
- highest occupied orbital energy (eV) = -8.161
- multiplicity = 1



No. 3
The following is a quantum chemistry calculation of a structure of composition C24H25N4OPt at a distorted geometry, from OMol25.

Last column: Mulliken charge in e.
Positions of all 55 atoms, in Å:
C (2.297, 0.046, 2.609)  -0.281
C (2.230, -0.708, 1.375)  -1.242
C (1.759, 0.179, 0.344)  -0.001
H (2.560, -1.735, 1.242)  0.472
C (1.515, 1.459, 0.928)  -0.029
C (1.797, 1.377, 2.330)  -1.006
H (1.235, 2.367, 0.398)  0.311
C (-1.422, -1.697, 3.041)  -1.036
C (-0.219, -2.333, 2.559)  -0.908
C (-0.241, -2.249, 1.108)  -0.847
H (0.518, -2.850, 3.157)  0.419
C (-1.420, -1.520, 0.719)  0.092
C (-2.086, -1.103, 1.930)  -0.820
H (1.726, -0.053, -0.720)  0.427
H (1.760, 2.197, 3.045)  0.425
H (2.702, -0.299, 3.560)  0.414
H (-3.014, -0.537, 1.958)  0.313
H (0.460, -2.729, 0.434)  0.575
H (-1.796, -1.753, 4.051)  0.574
Pt (0.140, -0.208, 2.049)  1.280
C (-1.963, -1.317, -0.687)  2.897
C (-3.481, -1.587, -0.688)  -1.939
C (-1.290, -2.257, -1.705)  -2.111
H (-3.668, -2.620, -0.363)  0.432
H (-3.873, -1.445, -1.700)  0.493
H (-3.998, -0.897, -0.011)  0.315
H (-1.469, -3.304, -1.425)  0.465
H (-0.210, -2.071, -1.757)  0.232
H (-1.735, -2.072, -2.690)  0.490
C (-1.659, 0.153, -1.066)  -0.279
C (-2.198, 0.644, -2.401)  0.081
H (-0.567, 0.282, -1.053)  -0.546
H (-2.067, 0.819, -0.287)  0.506
O (-3.112, 0.120, -3.037)  -0.702
N (-1.585, 1.768, -2.885)  -0.022
C (-0.426, 2.458, -2.332)  -1.070
H (-2.014, 2.156, -3.716)  0.284
C (0.900, 1.871, -2.781)  0.827
C (2.084, 2.516, -2.408)  -0.242
H (2.020, 3.430, -1.814)  0.358
C (3.320, 1.994, -2.784)  -0.599
H (4.235, 2.494, -2.463)  0.373
C (3.378, 0.838, -3.571)  -0.456
H (4.343, 0.438, -3.880)  0.364
C (2.200, 0.200, -3.966)  -0.633
H (2.226, -0.699, -4.583)  0.391
C (0.960, 0.718, -3.573)  -0.192
H (0.036, 0.240, -3.902)  0.368
H (-0.479, 2.451, -1.232)  0.124
H (-0.483, 3.511, -2.643)  0.531
N (-0.185, 0.421, 3.980)  -0.855
C (-0.016, 0.118, 5.110)  0.784
N (0.198, -0.320, 6.278)  -0.701
C (0.077, 0.304, 7.425)  0.524
N (-0.001, 0.793, 8.492)  -0.626

Computed properties:
- energy above the lowest of the compared OMol25 structures with the same formula, charge and spin (kcal/mol) = 0.0
- <S²> = 2.01
- charge = -1
- orbital gap (spin up / spin down) (eV) = 5.2 / 5.2
- highest occupied orbital energy (spin up / spin down) (eV) = -2.766 / -2.731
- multiplicity = 3



No. 4
The following is a quantum chemistry calculation of the molecule C24H25N5O6 at a distorted geometry, from OMol25.

Last column: Mulliken charge in e.
Positions of all 60 atoms, in Å:
C (3.164, -4.849, 4.459)  -0.788
O (2.507, -3.720, 4.984)  -0.471
C (2.066, -2.771, 4.115)  0.577
C (1.377, -1.694, 4.671)  -0.853
C (0.890, -0.681, 3.874)  -0.478
C (1.085, -0.693, 2.496)  0.435
O (0.637, 0.305, 1.669)  -0.462
C (-0.402, 1.143, 2.125)  -0.738
C (1.772, -1.775, 1.926)  -0.362
C (1.926, -1.981, 0.454)  0.690
O (1.947, -3.115, -0.005)  -0.875
N (2.098, -0.852, -0.270)  -0.157
C (1.785, -0.602, -1.672)  -0.566
C (1.943, -1.816, -2.596)  -0.571
C (3.423, -2.148, -2.770)  0.128
N (3.829, -3.207, -2.049)  -0.330
O (4.147, -1.509, -3.505)  -0.661
C (0.378, -0.047, -1.768)  0.106
C (0.085, 1.004, -2.645)  -1.099
C (-1.175, 1.535, -2.724)  -0.501
C (-2.235, 1.062, -1.925)  1.140
N (-3.484, 1.565, -2.031)  -0.278
C (-3.769, 2.872, -2.556)  -1.414
C (-3.120, 3.984, -1.755)  0.927
C (-3.318, 5.317, -2.104)  -0.929
C (-2.706, 6.297, -1.345)  -0.255
C (-1.917, 5.916, -0.269)  -0.727
C (-1.783, 4.563, -0.006)  -0.091
N (-2.368, 3.622, -0.727)  -0.028
C (-1.927, 0.004, -1.031)  -1.146
N (-2.855, -0.489, -0.087)  1.189
O (-2.440, -1.182, 0.826)  -0.656
O (-4.042, -0.183, -0.190)  -0.798
C (-0.637, -0.537, -0.984)  0.548
C (2.243, -2.802, 2.741)  -0.115
H (4.089, -4.572, 3.944)  0.315
H (3.402, -5.475, 5.317)  0.232
H (2.518, -5.405, 3.772)  0.329
H (1.224, -1.673, 5.739)  0.450
H (0.351, 0.130, 4.337)  0.392
H (-1.239, 0.555, 2.511)  0.459
H (-0.052, 1.840, 2.893)  0.441
H (-0.726, 1.705, 1.249)  -0.151
H (2.034, -0.002, 0.272)  0.371
H (2.489, 0.167, -2.017)  0.644
H (1.547, -1.536, -3.574)  0.511
H (1.390, -2.667, -2.208)  0.388
H (4.808, -3.442, -2.042)  0.234
H (3.225, -3.553, -1.312)  0.291
H (0.871, 1.400, -3.271)  0.520
H (-1.358, 2.345, -3.410)  0.256
H (-4.136, 1.199, -1.341)  0.341
H (-3.443, 2.944, -3.600)  0.377
H (-4.853, 3.007, -2.545)  0.502
H (-3.940, 5.571, -2.949)  0.382
H (-2.840, 7.341, -1.586)  0.411
H (-1.422, 6.648, 0.348)  0.378
H (-1.182, 4.207, 0.820)  0.348
H (-0.464, -1.349, -0.294)  0.622
H (2.735, -3.625, 2.248)  0.564

Computed properties:
- SMILES = COc1ccc(OC)c(C(=O)N[C@@H](CC(N)=O)c2ccc(NCc3ccccn3)c([N+](=O)[O-])c2)c1
- energy above the lowest of the compared OMol25 structures with the same formula, charge and spin (kcal/mol) = 3.9
- charge = 0
- orbital gap (eV) = 7.8
- highest occupied orbital energy (eV) = -8.177
- multiplicity = 1